DFT (the ωB97M-V functional and the def2-TZVPD basis) results for a 15-piece molecular cluster, C69H157B2N9O38 overall in a non-equilibrium geometry.

CARTESIAN COORDINATES (ANGSTROEM)
O 2.876 6.865 6.142
C 1.947 6.752 5.394
O 1.724 5.754 4.504
B 0.398 5.874 3.963
O -0.098 7.162 4.367
C 0.749 7.762 5.203
O 0.558 8.831 5.661
O -0.513 4.809 4.359
C -0.856 4.009 3.380
O -1.491 3.028 3.346
C -0.275 4.620 2.101
O 0.428 5.716 2.452
O -0.386 4.234 0.991
O 4.642 -0.759 1.570
C 3.633 -0.373 1.040
O 2.422 -0.772 1.315
B 1.468 -0.024 0.413
O 2.361 0.904 -0.337
C 3.587 0.720 -0.048
O 4.536 1.304 -0.509
O 0.399 0.535 1.126
C -0.764 -0.009 0.757
O -1.852 0.244 1.100
C -0.376 -1.166 -0.331
O 0.903 -0.974 -0.621
O -1.051 -1.998 -0.821
C -2.991 0.699 5.340
O -4.193 0.787 4.442
H -3.080 1.394 6.152
H -3.065 -0.281 5.726
H -2.045 0.937 4.775
H -4.002 1.760 4.276
C 2.780 4.721 -0.285
C 3.467 5.573 0.734
O 2.854 6.870 0.826
H 2.763 5.033 -1.329
H 1.714 4.560 -0.086
H 3.207 3.712 -0.290
H 4.474 5.761 0.376
H 3.426 5.074 1.693
H 2.008 6.719 1.266
C 1.425 -0.018 -3.791
C 0.102 0.793 -3.609
O -0.214 1.579 -4.779
H 1.532 -0.841 -3.100
H 2.262 0.660 -3.743
H 1.307 -0.500 -4.781
H 0.155 1.477 -2.744
H -0.692 0.070 -3.475
H 0.583 2.116 -4.936
C 3.423 2.427 2.912
C 4.844 2.577 2.440
O 5.614 2.887 3.641
H 2.693 2.418 2.081
H 3.237 3.311 3.511
H 3.287 1.558 3.590
H 4.894 3.429 1.767
H 5.192 1.651 2.045
H 6.503 3.086 3.272
C -4.730 5.105 4.968
O -5.329 4.922 3.679
C -4.371 5.181 2.662
C -4.902 4.997 1.331
N -5.331 3.671 0.940
C -5.032 3.291 -0.502
C -5.336 1.802 -0.676
O -5.462 1.433 -2.089
C -6.454 0.481 -2.412
H -4.416 4.108 5.300
H -5.439 5.512 5.636
H -3.761 5.572 4.949
H -3.402 4.724 2.897
H -4.106 6.278 2.773
H -4.003 5.174 0.679
H -5.664 5.776 1.221
H -6.251 3.424 1.241
H -3.943 3.455 -0.653
H -5.522 3.930 -1.209
H -6.194 1.610 -0.026
H -4.494 1.231 -0.228
H -6.626 0.576 -3.477
H -7.340 0.780 -1.820
H -6.085 -0.562 -2.260
C 3.546 2.993 -3.571
O 3.855 2.692 -4.931
C 5.149 2.909 -5.356
C 5.460 4.393 -5.375
N 4.525 5.179 -6.158
C 4.429 4.867 -7.587
C 3.534 5.756 -8.350
O 2.199 5.455 -7.999
C 1.310 6.472 -8.460
H 3.612 2.019 -3.029
H 2.506 3.299 -3.477
H 4.206 3.704 -3.082
H 5.265 2.479 -6.339
H 5.837 2.379 -4.652
H 6.437 4.519 -5.809
H 5.433 4.754 -4.342
H 3.586 5.136 -5.724
H 4.143 3.791 -7.780
H 5.440 5.040 -7.927
H 3.655 5.692 -9.452
H 3.807 6.774 -8.003
H 1.351 7.384 -7.825
H 0.311 6.116 -8.475
H 1.563 6.840 -9.454
C 9.844 0.188 -5.064
O 9.001 0.327 -6.164
C 8.461 -0.981 -6.628
C 7.322 -1.452 -5.752
N 6.222 -0.416 -5.702
C 5.034 -0.651 -4.914
C 5.246 -0.621 -3.434
O 6.087 -1.618 -2.932
C 6.073 -1.522 -1.547
H 10.123 1.215 -4.792
H 10.744 -0.362 -5.385
H 9.405 -0.267 -4.168
H 9.273 -1.679 -6.724
H 8.041 -0.787 -7.605
H 7.662 -1.777 -4.761
H 6.958 -2.416 -6.173
H 6.721 0.383 -5.299
H 4.548 -1.606 -5.157
H 4.267 0.123 -5.198
H 4.218 -0.719 -2.998
H 5.647 0.301 -3.014
H 6.232 -0.517 -1.240
H 6.822 -2.207 -1.131
H 5.097 -1.787 -1.183
C 3.147 -2.745 4.257
O 2.601 -3.923 4.911
C 2.767 -3.937 6.310
C 1.997 -2.863 7.020
N 0.574 -2.995 6.689
C -0.269 -1.879 6.959
C 0.155 -0.503 6.479
O 0.175 -0.488 5.072
C 0.955 0.584 4.565
H 4.235 -2.764 4.403
H 2.669 -1.786 4.517
H 2.849 -2.937 3.251
H 3.837 -3.865 6.611
H 2.387 -4.900 6.674
H 2.439 -1.887 6.722
H 2.246 -2.902 8.091
H 0.428 -3.379 5.752
H -0.391 -1.728 8.031
H -1.207 -2.077 6.450
H 1.179 -0.326 6.860
H -0.600 0.226 6.949
H 0.384 1.481 4.786
H 0.976 0.516 3.479
H 1.959 0.603 4.988
C -10.315 3.257 0.185
O -9.321 3.377 1.205
C -8.610 2.123 1.232
C -7.974 2.060 2.571
N -7.211 0.887 2.810
C -7.833 -0.378 2.862
C -6.743 -1.293 3.131
O -5.726 -1.192 2.174
C -4.635 -2.200 2.212
H -9.818 3.219 -0.789
H -11.008 4.080 0.266
H -10.827 2.312 0.315
H -8.101 1.999 0.327
H -9.341 1.331 1.094
H -8.824 2.154 3.289
H -7.238 2.873 2.694
H -6.267 1.015 3.075
H -8.390 -0.418 1.917
H -8.565 -0.406 3.616
H -7.118 -2.364 3.157
H -6.323 -1.050 4.119
H -3.890 -1.759 1.583
H -5.003 -3.184 2.012
H -4.200 -2.192 3.244
C -0.623 -2.722 -6.054
O -1.835 -3.422 -5.698
C -2.110 -3.237 -4.264
C -2.636 -1.843 -4.039
N -3.839 -1.622 -4.807
C -3.997 -0.266 -5.257
C -5.249 -0.123 -6.145
O -5.301 -1.195 -7.118
C -6.213 -2.182 -6.793
H 0.253 -3.146 -5.610
H -0.715 -1.645 -5.863
H -0.589 -2.919 -7.139
H -1.210 -3.390 -3.654
H -2.978 -3.846 -4.080
H -1.898 -1.089 -4.345
H -2.817 -1.683 -2.946
H -3.801 -2.198 -5.654
H -3.197 0.098 -5.883
H -4.050 0.435 -4.425
H -5.293 0.774 -6.740
H -6.142 -0.287 -5.496
H -7.282 -2.009 -7.037
H -6.070 -2.354 -5.724
H -5.879 -3.064 -7.392
C 2.641 -3.145 -1.972
O 2.147 -4.111 -1.056
C 2.954 -4.181 0.099
C 2.528 -5.361 0.930
N 2.606 -6.596 0.158
C 2.381 -7.803 0.864
C 1.035 -8.193 1.479
O 0.411 -7.226 2.222
C 0.920 -6.917 3.463
H 3.609 -3.507 -2.358
H 2.879 -2.218 -1.459
H 1.852 -3.095 -2.724
H 2.909 -3.252 0.655
H 3.985 -4.279 -0.221
H 1.504 -5.172 1.284
H 3.211 -5.308 1.780
H 1.921 -6.427 -0.571
H 3.058 -7.777 1.719
H 2.758 -8.651 0.337
H 1.216 -9.104 2.120
H 0.284 -8.534 0.738
H 0.109 -6.304 3.878
H 1.842 -6.265 3.387
H 1.165 -7.807 4.066
C -12.118 -0.316 1.395
O -10.896 -1.012 1.179
C -11.057 -2.423 1.037
C -9.728 -3.122 1.171
N -8.829 -2.860 0.013
C -7.839 -3.892 -0.018
C -6.708 -3.723 -1.017
O -5.600 -3.060 -0.479
C -4.502 -2.851 -1.333
H -11.914 0.694 1.742
H -12.723 -0.832 2.155
H -12.701 -0.311 0.451
H -11.572 -2.651 0.080
H -11.796 -2.724 1.773
H -9.924 -4.199 1.330
H -9.153 -2.737 2.030
H -9.470 -2.828 -0.799
H -8.377 -4.809 -0.381
H -7.471 -4.040 1.021
H -7.178 -3.132 -1.815
H -6.372 -4.693 -1.422
H -3.765 -2.293 -0.751
H -4.792 -2.229 -2.154
H -4.109 -3.778 -1.703
C 8.830 -4.994 1.278
O 7.863 -4.183 0.594
C 6.993 -3.458 1.553
C 7.706 -2.221 2.087
N 6.937 -1.654 3.155
C 7.315 -0.261 3.535
C 6.627 0.165 4.800
O 7.156 -0.407 5.984
C 6.587 -1.668 6.311
H 9.692 -4.435 1.675
H 9.126 -5.777 0.568
H 8.262 -5.426 2.135
H 6.579 -4.047 2.379
H 6.147 -3.110 0.985
H 7.817 -1.539 1.250
H 8.742 -2.482 2.397
H 5.992 -1.521 2.799
H 7.025 0.405 2.699
H 8.398 -0.129 3.588
H 5.533 0.158 4.762
H 6.853 1.256 4.865
H 7.079 -1.921 7.224
H 6.717 -2.364 5.511
H 5.507 -1.487 6.347

Its spin multiplicity is 1. The calculated total energy is -6124.86121 Ha. The charge is -2. Its lowest unoccupied orbital energy is 3.0263 eV.

Atom charges from the Löwdin analysis, given in e for atoms 1 to 99: number 1, O, carries 0.147; number 2, C, carries -0.333; number 3, O, carries 0.225; number 4, B, carries -0.946; number 5, O, carries 0.235; number 6, C, carries -0.381; number 7, O, carries 0.159; number 8, O, carries 0.243; number 9, C, carries -0.437; number 10, O, carries 0.173; number 11, C, carries -0.387; number 12, O, carries 0.175; number 13, O, carries 0.161; number 14, O, carries 0.115; number 15, C, carries -0.406; number 16, O, carries 0.219; number 17, B, carries -0.889; number 18, O, carries 0.241; number 19, C, carries -0.451; number 20, O, carries 0.119; number 21, O, carries 0.246; number 22, C, carries -0.337; number 23, O, carries 0.198; number 24, C, carries -0.369; number 25, O, carries 0.172; number 26, O, carries 0.150; number 27, C, carries -0.109; number 28, O, carries -0.155; number 29, H, carries 0.063; number 30, H, carries 0.051; number 31, H, carries 0.079; number 32, H, carries 0.076; number 33, C, carries -0.081; number 34, C, carries -0.298; number 35, O, carries -0.082; number 36, H, carries 0.067; number 37, H, carries 0.064; number 38, H, carries 0.060; number 39, H, carries 0.110; number 40, H, carries 0.092; number 41, H, carries 0.055; number 42, C, carries -0.048; number 43, C, carries -0.267; number 44, O, carries -0.094; number 45, H, carries 0.040; number 46, H, carries 0.031; number 47, H, carries 0.080; number 48, H, carries 0.120; number 49, H, carries 0.075; number 50, H, carries 0.074; number 51, C, carries -0.055; number 52, C, carries -0.279; number 53, O, carries -0.101; number 54, H, carries 0.093; number 55, H, carries 0.079; number 56, H, carries 0.071; number 57, H, carries 0.099; number 58, H, carries 0.068; number 59, H, carries 0.094; number 60, C, carries -0.082; number 61, O, carries -0.178; number 62, C, carries -0.263; number 63, C, carries -0.233; number 64, N, carries -0.025; number 65, C, carries -0.158; number 66, C, carries -0.169; number 67, O, carries -0.203; number 68, C, carries -0.096; number 69, H, carries 0.081; number 70, H, carries 0.070; number 71, H, carries 0.078; number 72, H, carries 0.107; number 73, H, carries 0.141; number 74, H, carries 0.139; number 75, H, carries 0.123; number 76, H, carries 0.055; number 77, H, carries 0.121; number 78, H, carries 0.099; number 79, H, carries 0.087; number 80, H, carries 0.131; number 81, H, carries 0.059; number 82, H, carries 0.087; number 83, H, carries 0.081; number 84, C, carries -0.076; number 85, O, carries -0.208; number 86, C, carries -0.261; number 87, C, carries -0.208; number 88, N, carries -0.055; number 89, C, carries -0.232; number 90, C, carries -0.265; number 91, O, carries -0.175; number 92, C, carries -0.109; number 93, H, carries 0.074; number 94, H, carries 0.092; number 95, H, carries 0.081; number 96, H, carries 0.112; number 97, H, carries 0.125; number 98, H, carries 0.110; number 99, H, carries 0.110